Below is 8 unconnected molecules or ions with the total composition C41H96F6N5O9P3 at a distorted geometry, with properties calculated with wB97M-V/def2-TZVPD.

Geometry as XYZ:
```
160
Properties=species:S:1:pos:R:3:mulliken_charge:R:1
N -1.62 0.95 -3.96 -0.461
H -1.86 0.11 -4.46 0.368
H -0.96 0.76 -3.23 0.357
H -2.38 1.48 -3.54 0.361
H -1.22 1.59 -4.64 0.363
N 1.34 4.02 -8.35 1.031
O 0.67 4.06 -7.34 -0.692
O 2.40 3.41 -8.29 -0.690
O 0.85 4.27 -9.37 -0.647
N -4.43 -1.65 -8.78 1.025
O -3.65 -1.52 -9.78 -0.691
O -3.98 -1.78 -7.68 -0.690
O -5.58 -1.59 -8.98 -0.642
N 3.10 -0.05 -2.35 1.046
O 2.23 0.42 -1.64 -0.711
O 2.82 -0.87 -3.22 -0.680
O 4.22 0.36 -2.31 -0.648
C -3.04 -5.97 7.05 -1.185
C -4.51 -6.58 7.05 -0.694
C -5.47 -5.72 6.21 -0.304
C -5.08 -5.84 4.69 -1.199
P -5.89 -4.50 3.75 1.075
C -5.43 -2.79 4.28 -1.064
C -3.88 -2.78 4.66 0.118
C -3.57 -1.69 5.70 -1.050
C -3.47 -0.18 5.27 -1.241
C -5.59 -4.59 1.95 -0.921
C -4.14 -4.78 1.46 -0.244
C -3.85 -4.89 -0.04 -0.828
C -4.26 -6.34 -0.59 -1.103
C -7.64 -4.72 4.07 -1.295
C -8.72 -3.94 3.28 -0.600
C -9.96 -3.72 4.06 -0.862
C -10.82 -4.97 4.41 -1.146
H -2.93 -4.95 7.42 0.315
H -2.47 -5.99 6.12 0.291
H -2.42 -6.36 7.86 0.415
H -4.84 -6.60 8.08 0.369
H -4.46 -7.59 6.65 0.355
H -5.17 -4.77 6.66 0.126
H -6.50 -6.05 6.30 0.392
H -5.55 -6.71 4.23 0.700
H -4.02 -5.88 4.46 0.430
H -6.09 -2.79 5.15 0.465
H -5.73 -1.98 3.61 0.697
H -3.28 -2.74 3.75 0.432
H -3.60 -3.69 5.20 -0.091
H -2.59 -1.99 6.07 0.442
H -4.29 -1.89 6.49 0.371
H -3.26 0.50 6.10 0.372
H -4.44 0.04 4.81 0.312
H -2.68 -0.19 4.53 0.325
H -5.99 -3.78 1.33 0.642
H -6.13 -5.47 1.61 0.470
H -3.77 -5.64 2.02 0.268
H -3.61 -3.89 1.80 0.052
H -2.79 -4.73 -0.25 0.404
H -4.36 -4.10 -0.58 0.392
H -3.89 -7.12 0.07 0.279
H -3.75 -6.50 -1.54 0.383
H -5.34 -6.31 -0.71 0.297
H -7.85 -4.68 5.14 0.570
H -7.64 -5.78 3.85 0.475
H -8.87 -4.31 2.27 0.471
H -8.41 -2.92 3.05 0.396
H -10.56 -2.92 3.64 0.464
H -9.69 -3.41 5.07 0.299
H -10.26 -5.67 5.02 0.274
H -11.02 -5.46 3.45 0.308
H -11.78 -4.63 4.81 0.384
C 2.45 9.63 5.21 -1.005
C 3.05 10.98 4.71 -0.823
C 3.65 10.94 3.24 -0.666
C 4.64 9.79 3.02 -0.782
P 5.69 9.66 1.53 0.944
C 4.65 9.12 0.05 -0.945
C 3.60 8.02 0.23 -0.634
C 2.17 8.46 0.59 -0.125
C 1.29 7.23 1.02 -1.492
C 6.39 11.48 1.44 -0.717
C 7.45 11.70 0.35 -0.853
C 8.51 12.86 0.31 -0.724
C 7.86 14.28 0.36 -1.188
C 7.11 8.42 1.81 -1.143
C 6.81 6.89 1.93 -0.637
C 5.71 6.38 2.91 0.296
C 5.72 4.95 3.04 -1.628
H 1.66 9.25 4.57 0.271
H 2.07 9.74 6.22 0.380
H 3.27 8.91 5.15 0.248
H 3.88 11.34 5.32 0.348
H 2.35 11.81 4.76 0.428
H 4.28 11.81 3.09 0.302
H 2.89 10.98 2.45 0.365
H 4.17 8.81 3.01 0.221
H 5.36 9.79 3.84 0.590
H 5.25 8.71 -0.76 0.519
H 4.12 9.99 -0.32 0.482
H 3.90 7.21 0.91 0.040
H 3.73 7.45 -0.69 0.602
H 1.70 8.68 -0.37 0.408
H 2.11 9.31 1.27 -0.019
H 0.25 7.54 0.93 0.455
H 1.38 6.98 2.08 0.316
H 1.28 6.35 0.38 0.372
H 6.68 11.76 2.45 0.499
H 5.52 12.08 1.19 0.614
H 7.02 11.78 -0.65 0.385
H 8.04 10.80 0.20 0.313
H 9.25 12.78 -0.50 0.401
H 9.16 12.76 1.17 0.335
H 6.97 14.44 -0.25 0.337
H 8.59 15.01 0.02 0.353
H 7.52 14.68 1.31 0.315
H 7.48 8.71 2.80 0.528
H 7.88 8.76 1.13 0.524
H 7.75 6.49 2.32 0.452
H 6.36 6.46 1.03 0.292
H 4.66 6.68 2.84 0.019
H 5.98 6.82 3.87 0.287
H 5.20 4.42 2.24 0.365
H 5.18 4.58 3.92 0.404
H 6.74 4.58 3.17 0.372
C 4.85 -12.61 -4.44 -1.353
C 3.80 -12.49 -5.47 -0.538
C 3.63 -11.03 -5.94 -0.215
C 2.60 -10.89 -7.05 -0.955
N 2.57 -9.42 -7.63 0.436
C 2.40 -8.30 -6.59 -0.771
C 1.59 -7.10 -7.23 -0.640
C 0.67 -7.85 -8.20 -0.701
C 1.30 -9.21 -8.57 -0.363
C 3.81 -9.06 -8.49 -1.066
H 5.87 -12.42 -4.78 0.352
H 4.79 -13.57 -3.92 0.382
H 4.68 -11.93 -3.61 0.334
H 2.83 -12.90 -5.18 0.410
H 4.01 -13.16 -6.30 0.337
H 4.64 -10.90 -6.32 0.193
H 3.37 -10.35 -5.13 0.379
H 1.64 -11.31 -6.75 0.407
H 2.86 -11.52 -7.90 0.393
H 3.33 -7.95 -6.15 0.377
H 1.71 -8.71 -5.86 0.477
H 2.28 -6.50 -7.82 0.311
H 0.99 -6.53 -6.52 0.367
H 0.37 -7.24 -9.06 0.355
H -0.29 -8.02 -7.71 0.327
H 1.54 -9.24 -9.63 0.335
H 0.57 -9.96 -8.26 0.295
H 4.67 -9.16 -7.84 0.368
H 3.88 -8.05 -8.90 0.391
H 3.95 -9.71 -9.36 0.372
P -6.86 2.19 -1.19 1.159
F -7.74 1.84 -2.53 -0.337
F -6.03 0.74 -1.45 -0.392
F -5.80 3.11 -2.01 -0.344
F -5.93 2.33 0.18 -0.363
F -7.69 3.58 -0.86 -0.354
F -7.83 1.26 -0.24 -0.371
```

Output
HOMO level   -4.1 eV
Largest force on an atom   7.291 eV/A
Net charge   0

Below is a molecular structure, C42H103N4O12 at a distorted geometry, with properties calculated with wB97M-V/def2-TZVPD.

Geometry as XYZ:
```
161
Properties=species:S:1:pos:R:3:mulliken_charge:R:1
C 2.31 0.78 2.37 -0.245
C 0.72 0.84 2.07 -2.535
C 0.55 0.37 0.60 1.475
C -0.76 -0.23 0.16 0.000
C -1.29 -1.22 1.24 -0.234
C -1.35 -0.72 2.67 1.346
N 0.01 -0.20 2.97 2.406
O 0.27 0.10 4.36 -0.854
C -1.68 -1.92 3.55 -1.228
C -2.50 0.36 2.65 -2.441
C 0.21 2.28 2.22 -1.779
H 2.65 -0.25 2.28 0.942
H 2.42 1.24 3.35 -0.808
H 2.84 1.38 1.64 -0.688
H 1.36 -0.27 0.27 0.927
H 0.58 1.30 0.03 0.048
H -0.55 -0.81 -0.73 -0.471
H -1.50 0.54 -0.06 1.072
H -0.68 -2.12 1.22 0.476
H -2.27 -1.68 1.06 -0.694
H -2.57 -2.40 3.14 0.543
H -1.81 -1.61 4.58 0.401
H -0.83 -2.60 3.55 -1.588
H -2.39 1.26 2.05 0.154
H -2.68 0.72 3.66 0.673
H -3.46 -0.11 2.42 0.526
H 0.98 2.93 1.80 0.630
H 0.17 2.56 3.28 1.037
H -0.75 2.49 1.75 -0.363
C -1.62 -4.34 2.74 -1.548
C -2.06 -3.73 1.40 1.126
O -1.53 -4.52 0.39 -0.642
H -0.55 -4.28 2.92 0.177
H -2.07 -5.32 2.89 0.492
H -1.82 -3.72 3.62 0.731
H -1.61 -2.75 1.50 0.578
H -3.13 -3.56 1.26 -0.206
H -2.12 -5.26 0.24 0.526
C -1.07 4.30 2.46 -0.857
C -1.48 4.13 0.98 0.973
O -2.90 4.22 0.78 -0.692
H -0.02 4.28 2.73 0.139
H -1.60 3.62 3.12 0.068
H -1.48 5.26 2.81 0.576
H -1.20 3.12 0.68 -0.478
H -0.85 4.72 0.32 0.280
H -3.11 4.00 -0.13 0.439
C 0.18 2.18 -1.01 -0.923
C -1.08 2.04 -1.95 -2.218
O -2.02 1.18 -1.35 -0.636
H 0.86 2.93 -1.40 0.241
H 0.69 1.23 -1.12 0.707
H -0.12 2.44 0.01 0.465
H -0.88 1.53 -2.90 0.130
H -1.44 3.04 -2.18 0.524
H -2.60 1.05 -2.10 -0.341
C 3.24 0.64 -0.67 -1.633
C 3.68 2.12 -0.84 1.332
C 2.45 3.01 -0.76 -1.077
C 1.64 2.95 0.57 2.042
C 2.50 3.24 1.76 -0.873
C 4.00 2.72 1.73 1.407
N 4.60 2.56 0.27 0.407
O 5.89 2.06 0.29 -0.581
C 4.71 3.86 2.39 -1.923
C 4.05 1.45 2.60 -1.724
C 4.23 2.31 -2.18 -2.128
H 4.18 0.09 -0.67 1.727
H 2.56 0.33 -1.46 -0.733
H 2.77 0.44 0.29 -0.008
H 2.79 3.99 -1.10 0.861
H 1.71 2.54 -1.40 -1.351
H 0.97 2.10 0.74 -1.177
H 0.92 3.77 0.48 -0.072
H 1.89 2.81 2.56 -0.051
H 2.47 4.31 1.97 0.497
H 4.09 4.11 3.25 0.431
H 5.75 3.68 2.67 0.313
H 4.66 4.75 1.76 0.428
H 5.06 1.20 2.94 0.134
H 3.46 1.57 3.51 1.673
H 3.77 0.56 2.05 0.231
H 3.59 2.14 -3.05 0.577
H 5.15 1.76 -2.39 0.460
H 4.56 3.34 -2.26 0.596
H 5.79 1.19 0.70 0.361
C -5.92 -1.41 -2.70 -1.790
C -4.61 -1.82 -3.26 1.873
C -3.94 -0.49 -3.64 -1.726
C -3.56 0.38 -2.40 -0.258
C -2.66 -0.47 -1.49 1.082
C -3.18 -1.90 -1.11 1.425
N -3.75 -2.57 -2.30 0.484
O -4.20 -3.82 -1.97 -0.546
C -1.93 -2.81 -0.69 -1.273
C -4.14 -1.84 0.07 -0.951
C -4.83 -2.74 -4.55 -1.962
H -6.59 -1.05 -3.47 0.402
H -6.00 -0.69 -1.89 0.372
H -6.48 -2.15 -2.13 0.295
H -3.02 -0.67 -4.20 0.196
H -4.49 0.13 -4.35 0.638
H -4.50 0.70 -1.94 0.988
H -3.08 1.31 -2.69 0.029
H -2.64 0.11 -0.57 -0.219
H -1.67 -0.48 -1.96 -0.799
H -1.52 -2.43 0.25 -1.200
H -2.21 -3.85 -0.54 0.774
H -1.16 -2.88 -1.45 0.008
H -3.60 -1.69 1.01 0.224
H -4.86 -1.02 0.06 0.173
H -4.62 -2.79 0.27 0.511
H -5.38 -2.18 -5.30 0.399
H -5.38 -3.59 -4.16 0.441
H -3.90 -3.08 -5.00 0.345
H -4.80 -3.57 -1.25 0.494
C -0.62 0.00 -2.51 -0.715
C 0.93 -0.28 -2.71 2.207
C 1.60 -0.63 -1.40 -0.778
C 3.06 -1.15 -1.38 -1.167
C 2.88 -2.43 -2.18 -1.768
C 2.32 -2.37 -3.58 1.186
N 1.17 -1.42 -3.64 1.219
O 0.54 -1.35 -4.94 -0.643
C 3.44 -1.86 -4.65 -1.607
C 1.83 -3.76 -4.14 -1.817
C 1.68 1.06 -3.15 -1.799
H -0.80 0.57 -1.60 -0.314
H -0.95 0.63 -3.33 0.732
H -1.20 -0.88 -2.24 0.379
H 1.47 0.19 -0.69 -0.703
H 0.94 -1.37 -0.94 0.657
H 3.83 -0.53 -1.84 0.820
H 3.40 -1.27 -0.35 0.692
H 2.38 -3.18 -1.58 0.231
H 3.84 -2.90 -2.39 0.949
H 3.43 -0.78 -4.73 0.300
H 3.17 -2.13 -5.67 0.412
H 4.45 -2.24 -4.50 0.325
H 2.59 -4.53 -4.08 0.400
H 1.44 -3.92 -5.14 0.280
H 0.96 -4.08 -3.57 0.367
H 1.25 1.92 -2.64 0.731
H 2.76 1.04 -3.01 0.054
H 1.31 1.06 -4.17 0.611
H -0.37 -1.59 -4.74 0.381
O -1.57 1.71 4.84 -0.460
H -1.95 1.90 3.98 -0.289
H -2.28 1.87 5.46 0.344
O 2.45 -0.22 4.36 -0.464
H 3.26 0.21 4.60 0.497
H 2.27 0.10 3.47 -0.346
O 0.60 2.24 4.67 -0.831
H 0.73 1.47 4.11 0.727
H -0.33 2.21 4.90 0.583
O 1.40 -1.80 3.11 -0.373
H 1.17 -1.14 2.45 -1.566
H 1.55 -2.60 2.61 0.398
O 0.13 -3.21 4.58 -0.598
H 0.30 -3.85 3.89 0.424
H -0.32 -3.71 5.26 0.401
```

Output
HOMO level   -1.7 eV
Largest force on an atom   16.318 eV/A
Net charge   -1